{
  "formula": "C48H112F20N10O32S8",
  "method": "ωB97M-V/def2-TZVPD",
  "species": ["O", "H", "H", "O", "H", "H", "C", "H", "H", "C", "H", "F", "H", "F", "N", "C", "C", "H", "H", "C", "O", "C", "H", "C", "O", "F", "H", "N", "O", "H", "S", "O", "H", "C", "C", "H", "O", "C", "C", "O", "C", "O", "C", "H", "S", "S", "H", "F", "C", "H", "O", "H", "O", "H", "H", "H", "H", "C", "H", "H", "H", "H", "H", "O", "N", "H", "C", "O", "C", "H", "H", "H", "F", "H", "H", "H", "H", "O", "H", "O", "C", "C", "C", "O", "H", "O", "H", "H", "C", "H", "H", "H", "H", "H", "F", "F", "H", "F", "F", "C", "H", "C", "H", "C", "C", "H", "F", "H", "H", "H", "C", "H", "H", "F", "H", "H", "O", "H", "H", "C", "N", "C", "C", "C", "N", "O", "F", "O", "H", "C", "C", "H", "H", "F", "F", "H", "C", "H", "H", "F", "S", "O", "C", "H", "H", "O", "H", "H", "H", "H", "F", "H", "H", "H", "H", "C", "C", "H", "F", "H", "C", "O", "O", "H", "H", "H", "H", "H", "C", "H", "O", "H", "H", "H", "H", "H", "H", "H", "H", "F", "C", "H", "C", "H", "O", "H", "C", "S", "N", "H", "O", "C", "S", "N", "H", "C", "H", "H", "F", "S", "H", "H", "O", "H", "C", "H", "H", "H", "O", "H", "H", "O", "H", "S", "O", "H", "N", "N", "H", "H", "C", "N", "F", "O", "C", "C", "H", "C", "H", "H"],
  "coordinates": [[4.9637, 7.4259, -2.9940], [-3.1140, 5.4413, -0.4656], [0.1976, 3.5397, 4.2782], [1.0281, -7.8038, 7.5608], [1.7860, -0.2713, -0.4441], [-2.1270, -5.1513, -3.6243], [2.5908, -6.3700, 4.4459], [1.7872, 7.4355, 0.0874], [0.6950, 10.6906, -3.1453], [1.2125, -6.4549, 7.9634], [5.4438, 1.9209, -6.0714], [-4.4121, -3.8733, 4.2876], [3.9095, 3.6649, -6.2153], [4.1835, -0.1397, -2.5771], [-4.0166, 1.0177, -4.6369], [5.7915, 4.3970, -7.0186], [-0.0981, 1.3875, -0.8185], [1.7016, -11.2602, 6.2977], [-4.5680, -1.9197, -6.0600], [4.5774, -1.3932, -2.4852], [3.5073, -1.5645, 2.7868], [0.7142, 7.4097, -0.1024], [-4.6919, 1.2321, 4.3596], [-5.6077, 1.7369, 2.4641], [-5.0474, 3.2173, -3.2535], [1.6779, 0.5606, 3.9080], [-1.7916, 7.7888, -3.6346], [1.1079, -0.8859, -0.8715], [-2.2168, 2.7002, -3.9784], [-4.9677, -2.7008, 0.4967], [5.7091, 6.1891, -2.6113], [2.0367, -5.1985, 4.9055], [-7.0059, -0.8406, -3.5121], [3.7658, 7.4617, -6.0651], [-4.8963, -3.7392, -4.8844], [-3.6491, -3.1537, -0.5525], [-4.5890, -1.3776, -1.1650], [1.9362, -9.1876, 2.4017], [1.4608, 1.1879, -5.3746], [-2.8978, -1.4310, 5.2732], [-1.9328, 8.8068, -3.9977], [3.9932, -3.8820, -3.4032], [-6.2048, -1.3000, -2.9332], [-7.0558, 3.3094, 0.5544], [-2.9118, 1.4342, -3.7612], [3.8227, -0.1629, 2.4345], [0.4296, 5.3775, 0.2727], [4.4641, -1.8949, -1.2093], [0.4892, -4.9666, 0.3393], [-4.9887, 4.5441, 2.7055], [-0.4999, -4.0466, 0.7060], [3.0869, -10.2644, 4.4461], [-1.2950, 6.2236, -0.3178], [0.4954, -5.7126, 1.1340], [-2.5094, 1.4978, 0.5337], [-2.1614, 5.0477, -1.8983], [-5.7079, -4.2071, -4.3271], [0.4290, -1.9324, 7.5050], [-5.7391, 3.0030, -0.6761], [0.4957, 7.5781, -2.7694], [1.3927, -2.3620, 0.6238], [2.6509, -3.9679, 3.2100], [3.6284, -6.1974, 4.1601], [-1.9190, 3.7298, 3.8313], [4.4892, 3.5481, -7.0342], [-3.5338, 1.8797, 3.1484], [-3.1160, -5.0429, -4.0697], [6.4541, 5.7416, -3.7681], [-1.8326, 0.6547, 0.6726], [-4.2432, -1.8268, -3.5952], [1.0403, -4.6811, 3.1142], [-4.3722, 5.2674, 4.2928], [-2.2912, -4.2975, 4.4512], [-1.5719, -9.7938, 6.9672], [6.1912, 6.6162, -7.0178], [-4.7587, -0.5292, -4.3479], [1.2832, -2.1601, 3.7060], [0.9635, -3.0355, 8.2369], [2.1090, -6.7103, 3.5294], [2.7756, 5.9057, -3.2939], [1.9999, -10.2706, 4.3653], [3.0041, 0.8552, 3.8645], [-0.4909, -2.8878, -0.1866], [-3.7471, -1.0393, 2.9540], [0.4253, 5.8603, -1.4541], [-3.6760, -3.7168, -4.1735], [-5.6237, 0.7034, 2.1181], [2.8283, 1.3715, -7.6582], [-0.3333, -8.1614, 7.6087], [-2.9020, 3.8487, 2.0603], [-0.3088, 3.1241, 2.7302], [2.6273, -7.2964, 5.0191], [1.6322, -8.3460, 1.7792], [2.2954, -6.3618, 8.0463], [2.0371, 4.2103, -0.9901], [-6.3451, 1.5579, -4.4269], [-0.3760, -2.4016, 6.9393], [7.6564, 7.7991, -1.5534], [3.3239, 2.1183, 3.6979], [-3.2200, -3.6310, 3.7752], [-6.4743, -2.3425, -2.7635], [-4.2695, 4.5021, 3.5235], [-3.9475, 3.1705, 5.0200], [0.9079, 8.5435, -2.4757], [7.0585, 6.6274, -1.1977], [-4.8378, -4.2509, -5.8451], [3.5417, 0.4254, 5.0481], [-1.9427, 0.4215, 1.7317], [0.9808, 0.6636, -6.2010], [-3.0000, 9.0284, -4.0049], [0.5263, -1.8221, 0.2418], [-1.5087, -2.5493, 0.0074], [0.8876, 9.5156, -0.8161], [0.1624, -1.3417, -5.2651], [-0.1101, -9.2779, 5.1515], [-6.5346, -0.8081, -0.8525], [1.4001, -9.1995, 3.6778], [0.0308, -1.1250, 8.1195], [1.5099, -4.6012, 0.2265], [-5.2281, -2.2950, -5.2779], [0.4211, 8.6442, -1.0241], [-4.5401, 1.9572, 3.5600], [0.0740, 6.1092, -0.4527], [-5.7700, -0.6818, -1.6190], [-5.0700, -1.4328, -4.0210], [-0.5542, 1.1742, 0.5022], [-0.9476, -3.1367, -5.4797], [1.7938, -3.9560, -5.2864], [4.8958, 6.1043, -8.0913], [1.2571, -2.9795, 4.4243], [-6.2436, 2.6602, 0.2273], [1.5992, -11.1710, 3.8997], [1.6730, -10.0603, 1.8041], [-1.8184, 0.3975, -4.2567], [5.8532, -1.4539, -2.9186], [0.2383, -1.1494, 1.0497], [-4.6543, -2.7321, -0.5468], [-0.5617, 8.8723, -1.0700], [0.9530, -2.1984, 10.1903], [-1.0418, -2.0047, -3.5603], [1.2455, -3.4289, -3.9881], [2.6342, 1.8349, -5.6408], [3.4034, 1.2772, -6.7372], [0.8506, -0.6563, 5.7982], [-1.5959, 8.7426, -5.0324], [5.2636, 0.1496, 2.6145], [1.9901, 8.4273, -2.4176], [-0.6515, 2.0757, -1.4575], [-5.5211, 3.4123, 4.6341], [1.8733, 0.4601, -4.6758], [1.2783, 3.4410, -2.9844], [0.6309, 1.8371, -5.0956], [-0.3886, -3.3647, -1.1614], [0.9100, 1.7172, -0.5675], [0.7840, -6.2484, 8.9441], [1.5369, -10.2770, 5.8570], [-2.8593, 4.4450, 2.9717], [-0.1331, -10.2811, 8.0371], [6.2546, 6.7688, -0.1221], [0.4433, 9.3834, -4.3660], [-0.2801, -2.3924, -4.6028], [3.7173, -1.9044, -5.0100], [-1.4611, -1.5783, 3.3029], [-2.4295, 5.4365, 2.8293], [2.2110, -3.4639, 9.8837], [2.9535, -2.0154, 5.2623], [-0.2260, 4.8246, 3.2235], [6.3782, 4.1211, -7.8948], [-0.5408, -9.6183, 7.2739], [-6.4746, 1.6438, -0.0915], [-5.3014, 2.6310, 1.3632], [-5.1734, -3.4248, -1.2091], [2.0425, -9.6047, 6.5501], [-1.8319, 4.2779, -0.3015], [0.2137, -5.5146, -0.5618], [-5.6753, 0.3966, -1.7462], [0.2320, -3.1137, 4.7696], [4.0150, 3.7501, -7.9028], [2.4713, -3.1628, 6.2008], [-3.2452, -4.0641, 2.4876], [-0.5411, 3.8272, 3.5301], [-0.7274, -0.5862, -1.7714], [4.7332, 2.0641, -6.8854], [-0.9427, -7.4362, 7.0695], [0.5713, -4.4520, -3.1826], [6.3363, 4.2436, -6.0871], [0.3124, 9.6864, -3.3272], [3.6498, 4.7422, -3.0277], [-4.5950, 3.2817, 4.2529], [4.3638, 8.3257, -6.3549], [4.5201, 6.2614, -5.9890], [1.6515, -2.6248, 9.4703], [3.4872, -2.5076, -3.6343], [4.7081, 4.8821, -1.8901], [-0.7187, -8.1332, 8.6279], [2.3690, 3.5751, -2.1457], [0.2502, 7.7043, 0.8388], [5.2005, 1.7373, -7.8144], [2.9287, 2.3444, -1.9242], [-5.0216, 2.4519, -4.4742], [-0.3840, -10.7284, 5.3661], [3.5658, 0.2150, -6.5542], [3.2143, 0.2923, 1.1724], [1.5748, -1.3821, -1.6170], [5.3281, 5.9558, -7.1018], [2.4645, -1.9657, 9.1659], [-3.7098, -5.6097, -3.3526], [2.2146, -0.7926, 6.9661], [4.0636, 3.9175, -4.1971], [3.2089, 7.5937, -5.1374], [-3.0201, -5.5654, -5.0215], [-5.3401, 3.1037, -5.6915], [0.8608, -5.6923, 7.2686], [-2.7777, -1.7429, 3.8409], [-2.9937, 1.1198, -2.3643], [-6.2533, -2.2196, -5.6403], [2.0849, -2.2490, -3.0295], [0.0475, -9.9680, 5.8718], [3.0236, -9.1180, 2.3704], [0.6764, 0.1862, -2.4908], [-2.1129, 5.1949, -0.8194], [2.1016, -2.4425, 5.5970], [7.9919, 5.6906, -1.0729], [-1.1649, 9.7614, -3.1416], [0.1189, 0.0680, -1.5617], [1.4025, -1.3192, 6.4647], [3.0365, 7.4408, -6.8749], [1.7893, -4.2830, 3.7987], [-6.5695, 1.9933, 2.9083], [-2.1649, -0.2451, 0.1549]],
  "atomic_forces_ev_per_a": [[1.182, -1.888, 2.411], [-0.059, 0.019, -0.164], [-0.974, -0.073, 0.942], [-0.799, -0.227, -0.160], [0.794, -0.003, 0.803], [0.240, 1.309, -0.072], [1.468, -1.228, -2.033], [-0.021, -0.527, -0.476], [0.070, -0.180, 0.131], [1.046, 0.291, 0.364], [-0.326, 0.097, 0.130], [-0.167, -0.090, 0.340], [-0.627, 1.441, 0.854], [-0.254, 0.243, 0.626], [-5.014, 2.722, -2.349], [-1.877, 2.009, 0.425], [1.174, -1.591, 0.599], [-0.289, -0.179, -0.231], [0.190, 0.122, 0.368], [-0.096, -1.810, -0.559], [-0.554, 0.978, 0.158], [-0.198, 2.473, 1.194], [0.211, -0.248, -0.229], [0.553, 1.415, -0.459], [0.866, -1.338, -0.732], [0.473, 1.144, 0.191], [-0.119, -0.066, 0.359], [-2.156, 0.621, 1.865], [-1.570, -0.823, -0.680], [-0.454, 0.092, -0.209], [-0.308, 1.389, -1.724], [-0.793, 1.196, -0.020], [-0.120, 0.326, 0.563], [-0.110, -0.042, -0.831], [0.050, 0.769, -0.778], [0.260, 0.619, -0.010], [0.464, -0.055, 0.167], [0.674, 0.442, -2.480], [-0.755, -1.635, 0.296], [-0.058, -0.615, -1.168], [1.053, -0.035, 0.726], [-1.040, 2.450, -0.290], [0.327, -1.503, -2.075], [-0.367, -0.382, -0.561], [8.852, 1.922, 4.563], [2.465, -0.282, -0.093], [0.463, -0.172, -0.127], [0.322, 1.120, -1.400], [-0.134, -1.274, 0.310], [0.156, 0.521, 0.059], [0.894, 1.401, -0.106], [0.121, 0.103, -0.727], [-0.736, 1.585, -0.396], [0.143, -0.095, 0.144], [-0.713, -0.250, -0.600], [0.479, 0.174, -0.101], [-0.045, -0.027, 0.318], [0.272, -0.998, -1.225], [0.304, 0.732, 0.434], [0.217, 0.130, -0.609], [0.244, 0.079, -0.072], [0.627, -0.676, 0.173], [0.331, 0.068, -0.086], [-1.426, 0.399, 1.414], [2.031, -0.846, 0.383], [-0.092, -0.267, 0.120], [-0.107, -0.545, 0.719], [0.399, -0.785, 1.117], [-1.356, 0.845, 1.419], [0.524, -0.230, 0.776], [-0.153, -0.025, 0.107], [-0.154, 0.406, -0.421], [0.162, -0.463, 0.095], [-0.390, -0.014, 1.378], [0.504, -0.287, -0.378], [-0.063, 1.130, 0.043], [-0.126, -0.235, -0.108], [0.647, 0.687, 1.159], [-0.299, 0.157, -0.242], [0.893, -1.355, 0.178], [-1.021, -0.363, 2.044], [1.515, -2.423, -1.415], [-1.240, -0.866, 1.109], [0.301, -1.336, 1.333], [-0.325, -0.634, -0.183], [0.474, -0.773, -0.363], [0.230, -0.102, 0.297], [-0.140, 0.034, -0.232], [0.159, -0.047, 0.661], [0.069, 0.431, -0.478], [-0.054, 0.091, -0.484], [-0.612, 0.694, 1.213], [-0.554, 0.253, 0.574], [-0.052, 0.246, 0.025], [-0.234, -1.457, -0.781], [-0.155, -0.711, 1.087], [-0.342, 0.351, 0.060], [-0.979, -1.533, 0.747], [-1.074, 0.356, 0.429], [0.236, 1.899, -1.273], [-0.175, 0.006, 0.044], [0.718, 0.405, 0.261], [0.380, 0.185, 0.475], [-1.061, -0.958, 0.519], [-1.485, 0.242, -1.385], [0.302, -0.447, 0.013], [-0.555, 0.384, -0.401], [0.281, -0.233, 0.068], [0.582, -0.264, -0.571], [0.294, 0.430, 0.384], [1.551, 0.262, -0.676], [0.018, 0.474, -0.624], [0.184, 0.072, 1.539], [-0.113, 0.530, 0.166], [0.168, 1.459, 0.125], [-0.531, -0.170, -0.258], [0.360, 0.167, 1.024], [0.012, -0.067, 0.167], [0.012, 0.454, -0.019], [-0.825, -0.300, 1.467], [0.732, -0.613, -1.293], [-0.196, -0.863, -1.147], [0.768, -0.176, -0.904], [0.456, -1.398, 0.215], [-0.472, -0.491, 0.269], [0.582, -0.238, -0.330], [-0.397, -0.063, 0.727], [-0.857, 2.068, 3.599], [-0.598, 0.194, -0.047], [-0.052, 0.075, 0.337], [1.175, -0.481, 1.103], [0.545, -0.480, -0.064], [-0.176, -0.389, 0.231], [-0.191, -0.427, -0.423], [-1.064, -0.202, 0.735], [-0.530, -0.191, -0.198], [0.108, 1.188, -1.059], [-0.711, -0.154, 0.017], [0.135, 0.070, -0.088], [0.096, -0.495, -0.720], [-2.905, -2.083, -2.343], [2.394, 2.136, -2.483], [-0.306, 0.983, 1.105], [0.222, -0.140, -0.074], [0.290, 0.686, -0.059], [-2.840, -0.165, -0.287], [0.055, 0.272, -0.366], [-0.239, 0.114, 0.233], [-0.374, -0.103, 0.365], [-1.614, -0.582, 0.691], [1.334, 0.055, 1.781], [0.524, 0.327, 0.903], [0.236, 0.898, -0.500], [0.081, 0.682, -0.661], [-0.158, -0.188, 0.109], [-0.181, 0.076, -0.567], [1.952, -1.116, -0.104], [-0.087, -0.148, -0.406], [1.545, 0.065, -0.186], [0.537, 0.321, -0.055], [1.760, -0.585, 0.212], [-0.709, -1.228, 3.698], [1.496, -0.883, -0.123], [-0.419, 0.136, -0.425], [-0.621, -0.354, -0.004], [0.316, 0.431, -0.990], [-0.324, 0.279, -0.127], [-0.094, -0.024, 0.095], [-0.348, 0.160, -2.830], [-0.742, -0.111, 0.637], [-0.134, -0.269, -0.232], [-0.692, 0.053, 0.304], [-0.172, 0.479, -0.549], [0.032, -0.454, -0.314], [0.039, 0.177, -0.357], [1.101, -0.088, 0.205], [0.154, 0.140, 0.239], [-0.513, 0.025, -0.014], [-0.571, -0.737, 0.458], [0.258, 0.086, 0.721], [0.644, -0.188, -1.514], [-0.376, 0.684, 0.029], [-0.278, -0.731, -0.811], [-0.124, -0.238, -0.576], [1.002, 1.416, 0.057], [-0.295, -0.244, -0.015], [-2.001, -1.104, -0.130], [-3.156, -2.228, -2.118], [-0.420, -1.068, 0.068], [0.473, 0.150, 0.615], [-0.680, -0.486, -0.444], [0.343, -0.326, -1.535], [6.727, 0.379, -2.959], [2.186, 3.065, -1.056], [0.024, 0.335, 0.442], [1.654, 0.431, -1.367], [0.042, 0.257, 0.131], [0.147, -0.165, 0.080], [-1.345, 1.582, 0.130], [-3.416, -0.638, -1.251], [-0.601, -0.980, 0.705], [0.402, -0.091, 0.005], [0.020, -0.234, 1.382], [0.258, -0.897, -0.405], [0.897, -1.302, 0.835], [-0.212, 0.665, 0.326], [-0.530, -0.272, -0.315], [0.028, 0.038, -0.257], [-0.600, 1.577, 1.743], [0.525, -0.067, 0.058], [-0.464, 0.227, -0.202], [1.828, 0.428, -0.379], [-0.235, -0.320, -0.320], [-2.126, 1.623, 0.047], [-0.986, -0.510, 0.153], [0.000, 0.026, 0.060], [-2.584, -2.194, -1.922], [1.822, -0.432, 0.636], [0.224, -0.123, 0.491], [-0.541, 0.715, -0.368], [-0.454, -0.562, 0.881], [-1.022, 1.015, 0.217], [-1.012, 0.739, 0.293], [0.570, -0.969, -0.871], [0.682, -1.445, -0.252], [0.254, -1.498, 0.387], [-0.349, -0.499, -0.235], [-0.051, 1.091, 1.452], [-0.473, -0.040, -0.106], [0.381, 0.143, -0.606]],
  "mulliken_charge": [-0.606, 0.404, 0.302, -0.266, 0.318, 0.128, -0.398, 0.390, 0.350, -0.892, 0.366, -0.222, 0.238, -0.224, -0.460, -0.762, -0.119, 0.455, 0.420, 0.620, -0.578, -1.229, 0.502, -0.627, -0.457, -0.182, 0.175, 1.231, -0.672, 0.289, 0.895, -0.274, 0.459, -0.545, -0.670, -0.025, 0.268, -0.797, -0.647, -0.773, -0.585, -0.635, -1.204, 0.345, 0.649, 0.750, 0.378, -0.211, -0.838, 0.250, -0.351, 0.350, -0.528, 0.155, 0.425, 0.375, 0.469, -0.682, 0.135, 0.143, 0.698, 0.595, 0.393, -0.481, 0.074, 0.152, -0.937, -0.612, 0.472, 0.253, 0.328, 0.479, -0.197, 0.363, 0.458, 0.038, -0.078, -0.214, 0.033, -0.428, -0.667, 0.459, 0.972, -0.524, 0.024, -0.038, 0.373, 0.381, -0.490, -0.152, -0.003, 0.036, 0.097, 0.359, -0.141, -0.302, 0.143, -0.185, -0.187, 0.484, 0.483, -1.018, 0.448, -0.570, 0.512, 0.474, -0.256, -0.284, 0.427, 0.298, -0.132, -0.922, 0.386, -0.147, 0.347, 0.557, -0.225, 0.549, 0.425, -0.714, -0.088, -0.700, 0.476, 0.097, 0.509, -0.296, -0.186, -0.598, 0.480, -0.288, -0.712, 0.547, 0.388, -0.258, -0.216, -0.315, -0.713, 0.528, 0.318, -0.127, 0.849, -0.188, -0.432, 0.116, 0.329, -0.640, 0.471, 0.022, 0.419, -0.070, -0.132, 0.363, 0.013, -0.228, 0.414, -0.709, 0.205, 0.350, -0.178, 0.362, 0.293, -0.586, -0.502, 0.696, 0.269, 0.459, 0.310, 0.484, -0.719, 0.173, -0.018, 0.328, 0.401, -0.109, 0.354, -0.388, 0.106, 0.380, 0.459, -0.173, -0.414, -0.470, -0.861, 0.434, -0.698, 0.418, -0.560, 1.073, 0.001, 0.390, -0.026, -0.803, 0.647, -0.489, 0.439, -0.117, 0.433, 0.510, 0.085, 0.790, 0.397, 0.303, -0.487, -0.030, -0.835, 0.313, 0.375, 0.541, -0.542, -0.232, 0.360, -0.613, 0.259, 1.124, 0.201, 0.366, -0.450, -0.190, 0.408, -0.711, -0.367, -0.031, -0.158, -0.430, 1.658, -0.305, 0.383, -0.712, 0.466, -0.686],
  "max_force_ev_per_a": 10.1,
  "homo_lumo_gap_ev": 8.09,
  "e_tot_ev": -273012.7969,
  "total_charge": 2
}